Computed, not measured: C58H48ClNO4P2PdS as an isolated structure, with wB97M-V/def2-TZVPD.

CARTESIAN COORDINATES (ANGSTROEM)
Pd 1.825 1.091 0.475
Cl -4.155 -3.384 0.061
S -6.924 -2.871 0.931
P 3.269 -0.250 1.590
P 1.841 0.791 -1.819
O -13.398 -2.453 -0.696
O -6.604 -4.192 1.425
O -7.085 -1.763 1.852
O -13.356 -4.636 -0.606
N -12.766 -3.536 -0.611
C 0.451 3.131 -2.406
C -10.528 -4.571 -0.294
C -3.129 2.654 -1.674
C 1.578 3.468 3.824
C 0.746 2.553 3.190
C 0.019 0.334 -3.924
C 3.474 -2.530 -0.042
C 1.575 -1.090 3.638
C 1.201 3.618 1.042
C -3.003 0.805 -0.080
C 0.483 -0.083 -2.661
C -0.051 -1.251 -2.094
C 2.684 -0.289 3.311
C -11.345 -3.447 -0.499
C 1.505 5.224 -2.989
C 4.067 -2.874 2.274
C 2.757 0.509 5.594
C 7.250 0.717 2.047
C 3.256 0.529 4.293
C -10.765 -2.173 -0.445
C 5.756 -0.369 -2.185
C -1.005 -1.996 -2.779
C -1.450 -1.587 -4.040
C 4.520 -1.687 -3.784
C 3.361 -0.960 -3.497
C 4.889 2.000 1.371
C 6.078 -0.035 1.916
C 3.795 -3.856 -0.321
C 3.369 0.040 -2.501
C 2.286 4.424 3.064
C -2.511 0.273 1.158
C -3.845 0.405 -2.346
C 2.739 4.577 -3.087
C -3.603 -0.044 -1.054
C -1.290 0.720 1.678
C 2.839 3.205 -2.851
C 5.712 -1.414 -3.110
C 2.073 4.508 1.685
C -5.589 -2.547 -0.233
C 4.221 -4.707 0.699
C 4.353 -4.212 1.998
C 4.606 0.373 -1.917
C -2.807 2.156 -0.408
C -0.405 1.680 1.092
C -9.431 -2.025 -0.064
C -3.629 1.765 -2.644
C 7.239 2.102 1.854
C 0.563 2.557 1.773
C 1.698 2.479 -2.471
C 1.089 -1.110 4.945
C 0.354 4.498 -2.672
C 6.057 2.746 1.500
C 4.871 0.617 1.627
C 1.682 -0.314 5.922
C -9.189 -4.413 0.086
C -8.614 -3.130 0.222
C -0.945 -0.410 -4.601
C 3.623 -2.010 1.257
H -0.615 4.992 -2.619
H 1.723 3.448 4.914
H 3.104 -1.881 -0.836
H 3.212 1.146 6.350
H -8.619 -5.312 0.305
H 1.434 6.298 -3.166
H -3.834 2.147 -3.655
H -10.987 -5.550 -0.411
H -9.052 -1.012 0.032
H 3.030 5.068 3.551
H 6.687 -0.138 -1.664
H -2.202 -2.165 -4.575
H 6.034 3.824 1.319
H -0.597 1.957 0.046
H 6.111 -1.119 2.036
H -1.318 -0.060 -5.565
H -3.806 -1.074 -0.810
H 3.802 2.703 -2.951
H 0.298 -1.571 -1.111
H 2.447 -1.194 -4.042
H 4.073 1.202 4.039
H -2.412 2.841 0.334
H -0.946 0.227 2.607
H 2.595 5.279 1.097
H 6.602 -2.010 -3.311
H 3.632 5.142 -3.353
H 0.236 -1.740 5.194
H 4.179 -2.508 3.297
H 4.692 -4.870 2.798
H -2.982 3.713 -1.892
H -0.440 2.571 -2.121
H -4.174 -0.293 -3.128
H 4.443 -5.752 0.486
H 4.487 -2.487 -4.525
H 0.199 1.809 3.760
H 3.967 2.494 1.060
H 8.154 2.684 1.977
H 4.658 1.202 -1.209
H -3.015 -0.556 1.618
H 0.930 3.782 0.003
H 3.700 -4.235 -1.339
H 1.088 -1.695 2.875
H 1.301 -0.325 6.943
H 0.396 1.251 -4.374
H -5.919 -2.563 -1.290
H -1.420 -2.899 -2.330
H 8.181 0.217 2.307
H -11.392 -1.314 -0.657

## Properties
HOMO-LUMO gap in eV: 2.60
Total energy in a.u.: -4263.40543
Multiplicity: 1
Highest occupied orbital energy in eV: -5.3

=====

Computed, not measured: C18H39N6O5V as an isolated structure, with wB97M-V/def2-TZVPD.

CARTESIAN COORDINATES (ANGSTROEM)
V 0.012 1.204 1.804
O 0.215 -0.121 0.107
O 1.829 0.692 2.902
O -3.656 1.512 -2.487
O 0.903 2.746 0.512
O -0.903 0.122 3.449
N -4.093 -0.650 -1.854
N -1.677 -1.698 -5.138
N 4.022 1.192 2.519
N 0.604 3.513 -1.617
N -2.481 -1.591 3.352
N 4.406 -2.594 1.117
C -2.643 -1.571 1.943
C -5.236 -0.379 -1.027
C -3.479 -1.962 -1.578
C -0.561 -1.329 -5.136
C -3.370 0.288 -2.448
C 5.372 1.321 3.038
C -1.600 -0.746 4.014
C 3.339 -2.511 1.546
C 2.963 0.990 3.314
C 1.309 3.266 -0.495
C 0.413 -0.545 -1.183
C 1.954 -2.364 2.103
C -3.393 -2.364 4.143
C 3.856 1.075 1.057
C -0.686 2.898 -1.913
C 1.137 4.462 -2.616
C 0.811 -0.904 -5.138
C 1.610 -1.503 -1.397
H -4.176 -2.798 -1.534
H -1.904 -0.913 1.485
H 1.023 -0.242 -4.299
H -3.629 -1.205 1.656
H -2.844 -2.179 -2.437
H -1.384 3.700 -2.154
H 1.559 -1.696 -5.086
H -2.534 -2.554 1.485
H -3.191 -2.274 5.210
H 5.407 1.889 3.968
H 2.140 4.811 -2.370
H 4.257 1.887 0.449
H -5.866 0.424 -1.411
H 1.902 -1.937 3.105
H -4.364 -1.879 4.043
H 0.477 5.328 -2.668
H 1.290 -1.794 1.453
H -2.987 -2.004 -0.607
H -5.816 -1.300 -0.960
H 0.406 0.314 -1.855
H -0.634 2.160 -2.714
H 1.127 -0.390 -6.046
H 3.238 1.032 4.379
H -0.460 -1.047 -1.599
H 2.345 3.621 -0.611
H 5.890 1.939 2.305
H 1.173 4.049 -3.624
H -2.443 -0.083 -2.912
H 5.842 0.360 3.246
H 2.557 -1.214 -0.942
H 4.345 0.191 0.649
H -4.972 -0.119 -0.002
H -1.056 2.349 -1.047
H -3.478 -3.381 3.758
H -1.589 -0.951 5.095
H 1.320 -2.422 -0.887
H 2.793 0.967 0.839
H 1.508 -3.353 2.201
H 1.751 -1.735 -2.452

## Properties
HOMO-LUMO gap (spin up / spin down) in eV: 8.10 / 8.20
Total energy in a.u.: -2357.76510
Multiplicity: 4
Total charge: +1
Highest occupied orbital energy (spin up / spin down) in eV: -10.8 / -11.1

=====

Computed, not measured: one molecule with the formula C2H3NO2S, with wB97M-V/def2-TZVPD.

CARTESIAN COORDINATES (ANGSTROEM)
S -0.362 1.349 0.078
O -1.148 1.735 -0.980
O 0.558 2.300 0.634
N 3.336 0.734 -0.230
C 0.490 -0.135 -0.323
C 2.272 0.358 -0.291
H 0.186 -0.741 0.504
H 0.282 -0.357 -1.296
H -1.151 0.999 1.080

## Properties
HOMO-LUMO gap in eV: 11.98
Total energy in a.u.: -681.30234
Multiplicity: 1
Highest occupied orbital energy in eV: -12.0
SMILES string: N#CC[SH](=O)=O

=====

Computed, not measured: one molecule with the formula C4H6O2, with wB97M-V/def2-TZVPD.

CARTESIAN COORDINATES (ANGSTROEM)
O -0.007 -2.241 0.048
O 0.394 1.327 0.962
C -0.756 0.667 0.331
C -0.079 0.885 -1.033
C 0.060 -0.682 0.584
C 0.992 0.410 -0.032
H -0.348 0.248 -1.876
H 2.079 0.425 -0.142
H 0.218 -1.288 1.446
H -1.749 0.995 0.659
H 0.017 1.944 -1.319
H -0.820 -2.689 0.372

## Properties
HOMO-LUMO gap in eV: 10.87
Total energy in a.u.: -306.31232
Multiplicity: 1
Highest occupied orbital energy in eV: -10.0